[1]
This record from the OMol25 dataset describes a molecular structure, C19H43InN2O2P3 at a distorted geometry. The level of theory is the ωB97M-V functional and the def2-TZVPD basis.

Element x y z (Å)
1 In 0.345 0.116 -0.150
2 P -1.485 -1.501 2.133
3 P -1.477 -1.712 -1.393
4 P 0.588 1.489 2.139
5 H -0.709 3.628 -5.031
6 C 0.265 3.920 -4.541
7 C 1.377 3.117 -4.393
8 H 1.470 2.104 -4.989
9 C -3.127 -0.722 2.651
10 C -2.022 -3.229 1.743
11 C -0.675 -1.846 3.750
12 C -1.173 -1.376 -3.165
13 C -1.449 -3.547 -1.487
14 C -3.266 -1.348 -1.351
15 C 1.794 2.663 1.459
16 C 1.559 0.787 3.517
17 C -0.715 2.484 2.912
18 H 0.341 5.004 -4.313
19 H 2.329 3.710 -4.293
20 H -3.602 -1.375 3.389
21 H -3.759 -0.629 1.750
22 H -2.918 0.272 3.082
23 H -2.520 -3.662 2.612
24 H -1.117 -3.808 1.529
25 H -2.701 -3.253 0.885
26 H -1.241 -1.372 4.567
27 H 0.359 -1.469 3.746
28 H -0.663 -2.933 3.907
29 H -1.775 -2.083 -3.768
30 H -0.099 -1.484 -3.415
31 H -1.467 -0.338 -3.412
32 H -2.403 -3.922 -1.928
33 H -1.324 -4.047 -0.505
34 H -0.610 -3.893 -2.130
35 H -3.779 -1.812 -2.208
36 H -3.393 -0.256 -1.417
37 H -3.761 -1.682 -0.427
38 H 2.247 3.264 2.276
39 H 1.331 3.336 0.708
40 H 2.605 2.101 0.941
41 H 2.328 1.513 3.855
42 H 2.084 -0.131 3.177
43 H 0.914 0.524 4.379
44 H -0.346 3.429 3.344
45 H -1.224 1.913 3.704
46 H -1.465 2.725 2.144
47 C 0.733 1.891 -2.404
48 C -0.593 2.415 -2.252
49 C -0.679 3.760 -1.802
50 C 0.503 4.399 -1.440
51 C 1.782 3.897 -1.762
52 C 1.877 2.749 -2.587
53 O 0.936 0.625 -2.395
54 H -0.938 1.304 -0.804
55 H -1.377 1.943 -2.809
56 H -1.671 4.222 -1.666
57 H 0.352 5.365 -0.926
58 H 2.575 4.615 -1.677
59 H 2.822 2.300 -2.946
60 C 3.013 -3.536 2.437
61 N 2.616 -3.529 1.037
62 C 2.151 -2.508 0.323
63 N 1.959 -2.702 -1.022
64 O 1.822 -1.378 0.856
65 H 2.356 -2.925 3.086
66 H 4.059 -3.207 2.560
67 H 2.975 -4.576 2.786
68 H 2.859 -4.344 0.485
69 H 1.900 -1.883 -1.627
70 H 2.296 -3.566 -1.433

Properties
- DFT total energy: -60486.41050 eV
- Multiplicity: 1
- Frontier orbital gap (spin up / spin down): 5.118 / 4.600 eV
- Charge: +3
- Lowest unoccupied orbital energy (spin up / spin down): -11.107 / -11.585 eV

---

[2]
This record from the OMol25 dataset describes 5 unconnected molecules or ions with the total composition H9O4S. The level of theory is the ωB97M-V functional and the def2-TZVPD basis.

Element x y z (Å)
1 S 0.879 -0.670 0.018
2 H 1.356 -1.547 0.946
3 H -0.501 1.332 -0.858
4 H -1.682 1.288 0.066
5 O -1.395 1.720 -0.759
6 H 4.226 -0.009 -0.643
7 H 2.797 0.362 -0.417
8 O 3.689 0.776 -0.485
9 H -2.589 -0.461 -1.270
10 H -1.680 -1.298 -0.411
11 O -2.539 -1.352 -0.901
12 H -1.709 -0.667 2.246
13 H -0.652 0.045 1.492
14 O -1.484 0.241 1.984

Properties
- DFT total energy: -19173.75572 eV
- Multiplicity: 1
- Frontier orbital gap: 8.146 eV
- Charge: -1
- Lowest unoccupied orbital energy: 3.807 eV

---

[3]
This record from the OMol25 dataset describes 4 unconnected molecules or ions with the total composition C28H59BrClI2N3O11S at a distorted geometry. The level of theory is the ωB97M-V functional and the def2-TZVPD basis.

Element x y z (Å)
1 C -1.001 -0.026 -2.105
2 C -0.608 -1.304 -1.372
3 I -2.265 -2.673 -1.289
4 C 0.764 -1.890 -1.749
5 C 0.964 -2.781 -3.007
6 C 0.030 -2.357 -4.127
7 C -0.090 -3.230 -5.388
8 C -1.412 -2.863 -6.060
9 I -1.693 -4.061 -7.810
10 O 2.353 -2.382 -3.460
11 S 3.397 -2.998 -2.426
12 O 3.672 -2.112 -1.349
13 O 4.502 -3.549 -3.115
14 O 2.388 -4.149 -1.841
15 C 1.302 -4.267 -2.766
16 Cl 2.106 -5.081 -4.212
17 C 0.199 -5.230 -2.346
18 C 0.400 -5.722 -0.930
19 O 0.107 -5.152 0.050
20 Br 1.243 -7.472 -0.840
21 H -1.423 -0.190 -3.093
22 H -0.121 0.617 -2.139
23 H -1.751 0.508 -1.523
24 H -0.499 -1.002 -0.333
25 H 1.156 -2.373 -0.859
26 H 1.400 -1.023 -1.912
27 H 0.405 -1.381 -4.442
28 H -0.977 -2.184 -3.761
29 H 0.742 -3.086 -6.070
30 H -0.183 -4.274 -5.102
31 H -1.483 -1.816 -6.329
32 H -2.226 -3.156 -5.404
33 H -0.797 -4.809 -2.468
34 H 0.238 -6.106 -2.981
35 C 0.613 4.013 5.009
36 O 0.585 2.665 5.438
37 C -0.661 2.257 5.992
38 C -1.346 1.247 5.100
39 N -1.811 1.864 3.865
40 C -2.274 0.920 2.853
41 C -1.260 -0.054 2.267
42 O -0.253 0.554 1.474
43 C 0.877 1.040 2.179
44 H 1.642 4.246 4.738
45 H -0.023 4.180 4.134
46 H 0.302 4.690 5.810
47 H -1.308 3.118 6.184
48 H -0.447 1.780 6.953
49 H -2.204 0.825 5.631
50 H -0.630 0.435 4.914
51 H -1.059 2.416 3.473
52 H -2.677 1.512 2.027
53 H -3.109 0.347 3.268
54 H -1.806 -0.714 1.588
55 H -0.810 -0.701 3.029
56 H 1.088 0.439 3.067
57 H 0.752 2.086 2.469
58 H 1.734 0.981 1.508
59 C -4.305 4.513 -7.018
60 O -5.399 3.641 -7.219
61 C -5.704 3.389 -8.586
62 C -5.406 1.952 -8.953
63 N -3.971 1.698 -8.965
64 C -3.606 0.289 -9.082
65 C -4.004 -0.653 -7.953
66 O -3.336 -0.402 -6.727
67 C -3.930 0.577 -5.893
68 H -4.256 4.732 -5.952
69 H -3.355 4.059 -7.324
70 H -4.441 5.452 -7.561
71 H -5.168 4.079 -9.243
72 H -6.775 3.566 -8.716
73 H -5.811 1.746 -9.948
74 H -5.935 1.313 -8.232
75 H -3.568 2.067 -8.114
76 H -2.518 0.248 -9.175
77 H -4.017 -0.099 -10.019
78 H -3.706 -1.661 -8.260
79 H -5.088 -0.686 -7.795
80 H -5.016 0.599 -6.003
81 H -3.526 1.575 -6.087
82 H -3.691 0.318 -4.860
83 C 4.767 3.447 9.066
84 O 3.652 2.608 8.845
85 C 3.350 2.381 7.471
86 C 3.617 0.944 7.087
87 N 5.045 0.654 7.076
88 C 5.376 -0.761 6.939
89 C 4.952 -1.709 8.055
90 O 5.620 -1.498 9.284
91 C 5.053 -0.516 10.129
92 H 4.814 3.650 10.135
93 H 5.706 2.973 8.760
94 H 4.659 4.397 8.534
95 H 3.903 3.069 6.824
96 H 2.285 2.578 7.334
97 H 3.210 0.763 6.087
98 H 3.071 0.307 7.798
99 H 5.455 1.000 7.934
100 H 6.463 -0.828 6.850
101 H 4.959 -1.125 5.995
102 H 5.225 -2.720 7.740
103 H 3.865 -1.715 8.207
104 H 3.967 -0.459 10.015
105 H 5.487 0.472 9.952
106 H 5.281 -0.797 11.157

Properties
- DFT total energy: -166581.94382 eV
- Multiplicity: 1
- Frontier orbital gap: 8.691 eV
- Charge: 0
- SMILES: C[C@@H](I)C[C@@]1(CCCI)OS(=O)(=O)O[C@@]1(Cl)CC(=O)Br.COCCNCCOC.COCCNCCOC.COCCNCCOC
- Lowest unoccupied orbital energy: 0.095 eV

---

[4]
This record from the OMol25 dataset describes a molecular structure, C32H26BrCeF4I2N5OPS at a distorted geometry. The level of theory is the ωB97M-V functional and the def2-TZVPD basis.

Element x y z (Å)
1 Ce -0.300 -0.148 0.585
2 F 0.514 4.339 -5.752
3 C 0.806 3.536 -4.756
4 C 2.114 3.135 -4.541
5 F 3.071 3.553 -5.341
6 C 2.409 2.282 -3.486
7 F 3.671 1.901 -3.339
8 C 1.427 1.829 -2.616
9 P 1.877 0.646 -1.334
10 C 3.240 1.319 -0.402
11 C 4.136 0.486 0.274
12 C 5.149 1.029 1.045
13 C 5.264 2.412 1.160
14 C 4.366 3.246 0.505
15 C 3.351 2.705 -0.271
16 C 2.330 -0.783 -2.312
17 C 1.289 -1.459 -2.952
18 C 1.560 -2.566 -3.738
19 C 2.875 -3.001 -3.884
20 C 3.915 -2.314 -3.269
21 C 3.647 -1.201 -2.481
22 C 0.125 2.238 -2.872
23 Br -1.333 1.663 -1.823
24 C -0.202 3.075 -3.914
25 F -1.449 3.453 -4.142
26 H 4.082 -0.591 0.182
27 H 5.854 0.381 1.549
28 H 6.063 2.837 1.754
29 H 4.460 4.320 0.593
30 H 2.660 3.369 -0.775
31 H 0.269 -1.086 -2.889
32 H 0.760 -3.078 -4.258
33 H 3.094 -3.863 -4.500
34 H 4.938 -2.638 -3.411
35 H 4.467 -0.661 -2.024
36 C -1.035 4.237 2.067
37 C -1.523 2.837 2.042
38 O -1.029 2.024 1.202
39 N -2.446 2.396 2.868
40 C -2.825 0.988 2.857
41 C -3.585 0.589 1.616
42 C -4.917 0.938 1.501
43 C -5.609 0.643 0.340
44 C -4.941 -0.004 -0.685
45 C -3.617 -0.341 -0.499
46 N -2.931 -0.066 0.631
47 H -0.018 4.229 2.467
48 H -1.658 4.885 2.680
49 H -0.990 4.618 1.048
50 H -2.835 3.026 3.556
51 H -3.423 0.792 3.745
52 H -1.912 0.407 2.959
53 H -5.411 1.443 2.323
54 H -6.652 0.915 0.241
55 H -5.434 -0.250 -1.616
56 H -3.084 -0.852 -1.286
57 C -2.917 -5.506 4.056
58 C -2.061 -4.429 3.477
59 C -2.076 -3.115 3.969
60 C -1.333 -2.184 3.309
61 N -0.558 -2.460 2.225
62 C -0.489 -3.766 1.960
63 S 0.676 -4.491 0.838
64 N -1.222 -4.732 2.488
65 H -2.709 -5.608 5.124
66 H -2.734 -6.456 3.563
67 H -3.972 -5.240 3.963
68 H -2.655 -2.848 4.843
69 H -1.291 -1.169 3.677
70 N -1.638 -3.225 -1.222
71 C -1.235 -2.296 -0.679
72 H -1.954 -4.058 -1.690
73 I 2.165 -2.675 0.577
74 I 1.376 0.442 2.900

Properties
- DFT total energy: -173247.35164 eV
- Multiplicity: 1
- Frontier orbital gap (spin up / spin down): 5.167 / 5.201 eV
- Charge: +3
- Lowest unoccupied orbital energy (spin up / spin down): -11.108 / -11.074 eV

---

[5]
This record from the OMol25 dataset describes a molecular structure, C16H46CrO14 at a distorted geometry. The level of theory is the ωB97M-V functional and the def2-TZVPD basis.

Element x y z (Å)
1 Cr -1.606 1.750 1.100
2 C -4.179 -0.747 1.196
3 C -3.415 -0.350 2.460
4 O -2.851 0.928 2.458
5 H -4.610 -1.729 1.406
6 H -3.492 -0.833 0.353
7 H -4.952 -0.022 0.939
8 H -2.670 -1.155 2.563
9 H -4.086 -0.354 3.327
10 C -0.568 -1.774 0.636
11 C 0.201 -0.661 -0.025
12 O -0.146 0.674 0.232
13 H -1.622 -1.724 0.345
14 H -0.448 -1.897 1.708
15 H -0.253 -2.725 0.190
16 H 0.381 -0.819 -1.103
17 H 1.259 -0.715 0.303
18 C 2.783 -3.900 -1.194
19 C 3.809 -3.814 -2.314
20 O 3.994 -2.521 -2.876
21 O 2.961 -2.826 -0.286
22 H 2.777 -4.917 -0.800
23 H 1.771 -3.818 -1.616
24 H 3.592 -4.477 -3.149
25 H 4.754 -4.069 -1.814
26 H 3.988 -1.914 -2.125
27 H 2.361 -2.134 -0.575
28 C 0.384 1.820 -3.485
29 C 1.650 1.150 -3.975
30 O 2.281 1.829 -5.075
31 O 0.680 3.085 -2.919
32 H 0.108 1.141 -2.671
33 H -0.416 1.890 -4.225
34 H 1.440 0.129 -4.314
35 H 2.397 1.126 -3.184
36 H 1.618 1.956 -5.761
37 H 1.057 3.678 -3.575
38 C -1.022 -1.784 5.647
39 C -0.322 -0.893 4.631
40 O -0.584 0.495 4.831
41 O -0.220 -1.944 6.808
42 H -1.333 -2.765 5.268
43 H -1.977 -1.347 5.947
44 H -0.495 -1.185 3.593
45 H 0.753 -0.941 4.815
46 H -1.476 0.638 4.478
47 H 0.421 -2.648 6.688
48 C 3.046 1.484 1.777
49 C 3.373 1.033 0.361
50 O 2.444 1.494 -0.622
51 O 2.314 0.526 2.514
52 H 2.544 2.457 1.774
53 H 3.993 1.682 2.288
54 H 3.584 -0.037 0.258
55 H 4.325 1.495 0.073
56 H 1.582 1.152 -0.319
57 H 1.377 0.630 2.299
58 C -3.703 -1.318 -2.912
59 C -3.121 -1.180 -4.311
60 O -1.976 -0.325 -4.331
61 O -4.188 -0.093 -2.395
62 H -2.831 -1.551 -2.299
63 H -4.467 -2.097 -2.947
64 H -3.855 -0.803 -5.031
65 H -2.810 -2.187 -4.620
66 H -2.052 0.131 -5.172
67 H -4.943 0.227 -2.898
68 C 0.038 4.120 1.893
69 C 0.381 4.049 0.412
70 O -0.624 3.384 -0.373
71 O -0.061 2.874 2.604
72 H -0.869 4.724 2.022
73 H 0.832 4.677 2.402
74 H 1.301 3.476 0.294
75 H 0.457 5.098 0.123
76 H -0.159 2.954 -1.106
77 H -0.604 3.044 3.383

Properties
- DFT total energy: -74420.37763 eV
- Multiplicity: 5
- Frontier orbital gap (spin up / spin down): 8.405 / 9.071 eV
- Charge: 0
- Lowest unoccupied orbital energy (spin up / spin down): 0.063 / -0.038 eV

---

[6]
This record from the OMol25 dataset describes a molecular structure, C30H55Cl2N2NbO3P2Si4 at a distorted geometry. The level of theory is the ωB97M-V functional and the def2-TZVPD basis.

Element x y z (Å)
1 Nb 0.053 -0.046 1.330
2 O -1.036 2.571 -4.223
3 C -0.287 3.614 -4.883
4 O -0.240 0.155 -5.123
5 C 0.723 -0.524 -5.943
6 H 0.301 3.225 -5.733
7 H 0.402 4.032 -4.145
8 H -1.020 4.363 -5.236
9 H 0.208 -1.318 -6.520
10 H 1.478 -0.961 -5.293
11 H 1.179 0.215 -6.625
12 C -1.919 1.917 -5.126
13 C -1.217 0.815 -5.919
14 H -2.284 2.645 -5.870
15 H -2.759 1.474 -4.555
16 H -0.712 1.301 -6.781
17 H -1.957 0.066 -6.276
18 Cl 1.424 -3.199 -3.439
19 Cl 3.197 2.124 -5.261
20 N 0.141 -1.988 1.980
21 P -2.320 -0.417 0.426
22 P 2.482 -0.407 0.522
23 C 3.007 -1.841 1.552
24 C 2.851 1.112 1.547
25 C -2.735 -1.550 1.842
26 C -2.847 1.324 0.970
27 Si -1.560 2.727 1.393
28 H -3.456 1.155 1.859
29 H -3.484 1.715 0.179
30 C -1.708 3.434 3.173
31 C -1.897 4.327 0.414
32 Si 1.631 2.622 1.501
33 H 3.854 1.439 1.274
34 H 2.881 0.777 2.587
35 C 2.214 3.933 0.269
36 C 1.603 3.419 3.235
37 Si 1.646 -2.457 2.734
38 H 3.887 -1.563 2.144
39 H 3.236 -2.700 0.912
40 C 1.811 -1.661 4.426
41 C 1.707 -4.336 2.886
42 Si -1.358 -2.771 2.370
43 H -3.632 -2.097 1.541
44 H -2.976 -0.883 2.678
45 C 3.590 -0.416 -0.968
46 C 4.132 0.792 -1.451
47 H 3.896 1.736 -0.952
48 C 4.967 0.774 -2.549
49 H 5.355 1.716 -2.951
50 C 5.270 -0.414 -3.220
51 H 5.914 -0.400 -4.116
52 C 4.725 -1.611 -2.739
53 H 4.934 -2.550 -3.264
54 C 3.907 -1.620 -1.627
55 H 3.443 -2.558 -1.305
56 C -3.248 -1.333 -0.894
57 C -2.736 -2.490 -1.522
58 H -1.697 -2.804 -1.364
59 C -3.569 -3.208 -2.369
60 H -3.176 -4.082 -2.900
61 C -4.900 -2.823 -2.571
62 H -5.551 -3.388 -3.260
63 C -5.407 -1.711 -1.886
64 H -6.446 -1.404 -2.028
65 C -4.603 -0.981 -1.030
66 H -4.994 -0.122 -0.461
67 H 1.576 -4.785 1.899
68 H 0.944 -4.737 3.558
69 H 2.687 -4.640 3.272
70 H 1.870 -0.573 4.323
71 H 2.719 -1.967 4.948
72 H 0.967 -1.932 5.069
73 C -1.436 -4.379 1.408
74 C -1.514 -3.041 4.243
75 H -1.060 -4.202 0.398
76 H -2.469 -4.736 1.345
77 H -0.824 -5.148 1.889
78 H -1.463 -2.094 4.787
79 H -0.741 -3.706 4.630
80 H -2.482 -3.502 4.476
81 H -2.439 4.104 -0.507
82 H -0.969 4.840 0.151
83 H -2.507 5.024 1.004
84 H -1.184 2.841 3.924
85 H -2.763 3.452 3.465
86 H -1.341 4.465 3.222
87 H 3.189 4.354 0.550
88 H 1.493 4.755 0.222
89 H 2.299 3.489 -0.726
90 H 1.194 2.731 3.979
91 H 0.994 4.328 3.248
92 H 2.612 3.692 3.570
93 N 0.032 2.015 1.160
94 C -0.388 0.334 4.884
95 C -0.615 0.165 3.447
96 O -1.740 0.587 3.121
97 H 0.436 -0.193 5.435
98 H -1.327 0.171 5.412
99 H -0.066 1.406 4.829

Properties
- DFT total energy: -117808.65601 eV
- Multiplicity: 1
- Frontier orbital gap: 2.454 eV
- Charge: 0
- Lowest unoccupied orbital energy: -3.108 eV

---

[7]
This record from the OMol25 dataset describes C4H8O in the gas phase at a distorted geometry. The level of theory is the ωB97M-V functional and the def2-TZVPD basis.

Element x y z (Å)
1 C -0.012 -0.250 1.274
2 C -0.480 0.692 0.161
3 C -0.015 -1.503 0.538
4 C 0.429 1.281 -0.809
5 O -1.055 -2.450 0.651
6 H 0.956 0.055 1.562
7 H -0.573 -0.279 2.097
8 H -1.425 0.392 -0.309
9 H 0.473 -1.500 -0.447
10 H 0.333 2.287 -0.910
11 H 0.095 0.974 -1.754
12 H 1.602 1.109 -0.701
13 H -0.702 -3.314 0.286

Properties
- DFT total energy: -6320.92172 eV
- Multiplicity: 1
- Frontier orbital gap (spin up / spin down): 8.342 / 8.055 eV
- Charge: 0
- Lowest unoccupied orbital energy (spin up / spin down): 0.870 / 0.875 eV